# C5H12NO3

A 2-piece molecular cluster, C5H12NO3 overall (the ωB97M-V functional and the def2-TZVPD basis, the Open Molecules 2025 dataset).

Structure (XYZ):
```
21
Properties=species:S:1:pos:R:3:lowdin_charge:R:1
C -0.07513 -0.05074 1.35339 -0.319
C -1.10750 -1.06574 1.69081 0.064
C 0.63244 -0.79868 -0.96623 0.019
C -3.02463 0.72782 -1.92488 -0.103
C 2.79984 0.69811 -0.08741 -0.002
N 0.55450 -0.03272 0.23228 -0.052
O 0.14187 0.77114 2.31610 0.187
O -2.49062 0.08258 -1.06233 -0.019
O 1.38727 1.09562 0.06655 -0.104
H -1.71470 -1.22479 0.83168 0.074
H -1.58165 -1.01687 2.66293 0.117
H -0.74253 -2.06419 1.74180 0.099
H -0.06657 -0.52267 -1.78946 0.122
H 1.64518 -0.80682 -1.24757 0.069
H 0.38969 -1.85475 -0.83704 0.122
H 0.40474 1.74131 2.14828 0.213
H -3.24022 0.41191 -2.92259 0.072
H -3.23283 1.86018 -1.90347 0.110
H 2.99485 -0.30142 0.37942 0.130
H 3.39331 1.46899 0.44792 0.112
H 2.93267 0.88172 -1.13018 0.088
```

E_tot (a.u.): -477.81187
LUMO level (eV): -3.080
Relative energy (zero: lowest compared OMol25 entry of this formula, charge and spin) (eV): 4.137
Charge: +1
Maximum force (hartree/bohr): 0.06634
Orbital gap (eV): 10.54



# C5H12NO3S

A 2-piece molecular cluster, C5H12NO3S overall (the ωB97M-V functional and the def2-TZVPD basis, the Open Molecules 2025 dataset).

Structure (XYZ):
```
22
Properties=species:S:1:pos:R:3:lowdin_charge:R:1
C -0.51975 0.94947 1.88777 -0.103
C 2.41245 -1.77658 -1.10617 -0.110
C 0.27867 -0.34536 1.56690 -0.241
C 1.06946 -1.53549 -0.41751 -0.191
C 1.04400 -0.19776 0.28260 -0.470
N -1.35073 0.44257 -0.86715 -0.326
O -2.98227 2.71118 -0.27204 -0.437
O -2.58707 1.74317 -2.66560 -0.583
O 1.60353 0.82635 -0.10647 0.044
S -1.80576 1.85390 -1.40656 0.701
H -1.17810 1.09753 1.00809 0.008
H -0.89876 0.83095 2.90830 0.062
H 0.34029 1.67052 1.67199 0.088
H 2.69578 -0.98570 -1.75633 0.054
H 3.20270 -1.75664 -0.35895 0.063
H 2.61761 -2.75861 -1.60162 0.073
H -0.37857 -1.21217 1.51645 0.088
H 0.92008 -0.65400 2.41152 0.116
H 0.85803 -2.25953 0.48631 0.135
H 0.25809 -1.44571 -1.10018 0.086
H -1.90584 -0.27288 -1.24052 -0.040
H -3.69384 3.07480 -0.84083 -0.014
```

E_tot (a.u.): -876.35200
LUMO level (eV): 3.512
Relative energy (zero: lowest compared OMol25 entry of this formula, charge and spin) (eV): 0.323
Charge: -1
Maximum force (hartree/bohr): 0.05665
Orbital gap (eV): 7.61



# C5H12NO4

A 2-piece molecular cluster, C5H12NO4 overall (the ωB97M-V functional and the def2-TZVPD basis, the Open Molecules 2025 dataset).

Structure (XYZ):
```
22
Properties=species:S:1:pos:R:3:lowdin_charge:R:1
C 2.40181 -0.77375 -0.12552 -0.145
C 1.96206 0.70994 -0.35850 -0.084
C 1.06910 -1.48130 0.25822 -0.161
C 0.35955 0.68769 -0.28965 -0.288
C -2.55681 -0.02059 -0.06173 -0.618
N -0.03881 -0.51887 0.32861 -0.014
O -0.20173 1.88126 0.43520 0.093
O -2.29922 1.00855 -0.67326 0.107
O -2.67453 -0.06695 1.26002 0.205
O -2.95380 -1.06540 -0.72989 0.214
H 3.06535 -1.11972 -0.90466 0.104
H 3.10170 -0.64168 0.76024 0.125
H 2.28138 1.34141 0.47275 0.108
H 2.46412 1.14741 -1.25126 0.125
H 0.85115 -2.26455 -0.45971 0.107
H 1.28014 -2.01346 1.29188 0.160
H -0.16244 0.71826 -1.26181 0.153
H -0.25767 -0.31675 1.32270 0.147
H -0.11399 2.78690 0.11287 0.169
H -1.32402 1.71788 0.05014 0.182
H -3.28043 -0.72944 1.52363 0.134
H -2.97289 -0.98684 -1.70027 0.175
```

E_tot (a.u.): -553.14370
LUMO level (eV): -3.012
Relative energy (zero: lowest compared OMol25 entry of this formula, charge and spin) (eV): 1.057
Charge: +1
Maximum force (hartree/bohr): 0.07600
Orbital gap (eV): 10.74



# C5H12NO7PS

One molecule with the formula C5H12NO7PS (the ωB97M-V functional and the def2-TZVPD basis, the Open Molecules 2025 dataset).

Structure (XYZ):
```
27
Properties=species:S:1:pos:R:3:lowdin_charge:R:1
C 2.84805 0.43817 1.25995 -0.111
C 3.04143 -0.53966 -0.06481 -0.233
O 1.84531 -1.38859 -0.14747 -0.198
C 0.79848 -0.81046 -1.00292 -0.123
C -0.60572 -0.44266 -0.17397 -0.385
P -0.85591 1.48664 -0.26799 0.757
N 0.22845 2.28634 0.65046 -0.199
O -2.44350 1.97960 0.25651 -0.236
O -0.63054 2.03664 -1.91391 -0.191
C -1.85179 -0.97703 -1.11933 -0.199
O -2.26073 -2.28330 -0.52365 -0.218
S -2.33914 -1.82504 1.14495 0.904
O -3.51958 -0.85216 1.45254 -0.313
O -2.54283 -2.97110 2.16458 -0.284
O -0.81140 -1.05773 1.14899 -0.186
H 2.94360 1.58640 0.95946 0.076
H 1.75538 0.26951 1.70633 0.076
H 3.67402 0.17819 2.05729 0.074
H 3.27423 0.09293 -1.02122 0.121
H 4.01662 -1.19591 0.13336 0.133
H 1.15535 0.18006 -1.51318 0.125
H 0.57639 -1.58016 -1.88384 0.154
H -0.28876 2.87632 1.35849 -0.002
H -2.41988 2.36186 1.18394 0.093
H -1.14974 1.39886 -2.48896 0.073
H -1.65582 -1.00275 -2.28993 0.161
H -2.78195 -0.24498 -1.06568 0.131
```

SMILES: CCOC[C@@]1(P(=N)(O)O)COS(=O)(=O)O1
E_tot (a.u.): -1518.48535
LUMO level (eV): -0.679
Charge: 0
Maximum force (hartree/bohr): 0.13482
Orbital gap (eV): 8.70



# C5H12NO7S2

C5H12NO7S2 as an isolated structure (the ωB97M-V functional and the def2-TZVPD basis, the Open Molecules 2025 dataset).

Structure (XYZ):
```
27
Properties=species:S:1:pos:R:3:lowdin_charge:R:1
C 4.08484 -1.37444 -0.15369 -0.103
C 3.05693 -0.54585 0.62262 -0.242
C 2.45996 0.62903 -0.15873 -0.180
C 0.95541 0.58686 -0.00125 -0.253
O 0.41208 1.81146 -0.52521 -0.240
S -1.17978 2.02843 -0.39668 0.443
O -1.29959 3.43679 -0.31902 -0.304
O -1.78059 1.42077 -1.54417 -0.295
N -1.66020 1.41259 1.00129 -0.309
S -2.36284 -0.04006 0.93875 0.518
O -1.60682 -1.10040 0.32372 -0.332
O -2.77000 -0.33024 2.28095 -0.349
C -3.91559 0.06519 -0.00385 -0.262
O -3.80732 -0.58800 -1.22343 -0.172
O -4.04598 -1.97015 -0.95228 -0.038
H 3.77122 -2.40167 -0.24640 0.060
H 4.22766 -0.98861 -1.15136 0.058
H 5.04017 -1.35647 0.34898 0.056
H 3.45888 -0.18370 1.55667 0.100
H 2.24045 -1.20209 0.88825 0.098
H 2.66352 0.50800 -1.21071 0.103
H 2.81590 1.58580 0.19691 0.113
H 0.58329 -0.22802 -0.59532 0.113
H 0.68770 0.45027 1.03290 0.110
H -4.71575 -0.37817 0.56948 0.103
H -4.16463 1.08860 -0.23034 0.108
H -3.14891 -2.33594 -1.04806 0.092
```

E_tot (a.u.): -1575.47577
LUMO level (eV): 3.229
Relative energy (zero: lowest compared OMol25 entry of this formula, charge and spin) (eV): 0.000
Charge: -1
Maximum force (hartree/bohr): 0.02830
Orbital gap (eV): 9.36



# C5H12NO8PS3

One molecule with the formula C5H12NO8PS3 (the ωB97M-V functional and the def2-TZVPD basis, the Open Molecules 2025 dataset).

Structure (XYZ):
```
30
Properties=species:S:1:pos:R:3:lowdin_charge:R:1
N 0.56594 -2.27553 0.88827 0.135
C 0.59800 -0.97396 0.32856 -0.460
C -0.23940 -0.05438 1.22776 -0.100
C -0.85699 1.25849 0.73256 -0.193
C -1.81796 1.18443 -0.45376 -0.209
S -3.22401 0.12381 -0.12291 0.597
O -3.09293 -1.09090 -0.86515 -0.271
O -3.45770 0.11455 1.28650 -0.263
O -4.44756 0.94011 -0.74389 -0.152
O 0.05695 -0.97086 -1.03560 -0.157
S 1.13997 -0.58422 -2.11218 0.579
O 1.11824 0.83460 -2.25404 -0.235
O 1.07626 -1.45348 -3.21857 -0.179
O 2.39533 -0.99460 -1.23139 -0.160
C 2.14189 -0.59909 0.11934 -0.618
O 2.98352 -1.40123 0.86521 0.013
P 2.82130 1.17678 0.30777 0.403
S 4.40967 1.60487 -0.67613 0.215
H -0.39866 -2.59093 0.93085 0.114
H 1.08072 -2.93967 0.31767 0.118
H -1.05810 -0.66415 1.61617 0.115
H 0.39783 0.16379 2.09172 0.130
H -1.41298 1.66462 1.57919 0.120
H -0.09672 2.00052 0.48895 0.081
H -1.34883 0.81213 -1.35854 0.083
H -2.22950 2.17234 -0.65872 0.113
H -4.55450 0.69840 -1.67747 0.103
H 2.76935 -1.32913 1.80502 0.120
H 2.95264 1.15233 1.71048 -0.006
H 1.72822 2.02037 0.11231 -0.034
```

SMILES: N[C@]1(CCCS(=O)(=O)O)OS(=O)(=O)O[C@@]1(O)[PH2]=S
E_tot (a.u.): -2390.29294
LUMO level (eV): 0.190
Charge: 0
Maximum force (hartree/bohr): 0.01214
Orbital gap (eV): 9.48



# C5H12NP

One molecule with the formula C5H12NP (the ωB97M-V functional and the def2-TZVPD basis, the Open Molecules 2025 dataset).

Structure (XYZ):
```
19
Properties=species:S:1:pos:R:3:lowdin_charge:R:1
C -1.48803 0.38723 -0.39676 -0.511
C -2.40161 -0.04563 -1.44403 -0.071
C -2.12339 0.60977 0.91681 -0.058
C 2.81210 -0.99958 0.74392 -0.183
C 2.37269 0.04401 -0.34619 -0.445
N -0.21558 0.52798 -0.63979 -0.223
P 0.97694 1.07621 0.34968 0.808
H -2.90654 0.74508 -1.94250 0.066
H -3.09256 -0.79024 -1.09767 0.062
H -1.69102 -0.52933 -2.30553 0.138
H -2.66491 1.48833 0.91346 0.056
H -1.31368 0.71746 1.67010 0.051
H -2.91445 -0.21130 1.05568 0.113
H 3.87679 -1.22918 0.57270 0.067
H 2.74459 -0.47497 1.63216 0.002
H 2.24164 -1.92068 0.74202 0.067
H 1.94474 -0.56118 -1.25657 0.092
H 3.12845 0.77127 -0.69642 0.046
H 0.71382 0.39473 1.52893 -0.078
```

SMILES: CCPN=C(C)C
E_tot (a.u.): -593.75872
LUMO level (eV): 1.028
Relative energy (zero: lowest compared OMol25 entry of this formula, charge and spin) (eV): 1.033
Charge: 0
Maximum force (hartree/bohr): 0.09265
Orbital gap (eV): 9.15



# C5H12NS

A 2-piece molecular cluster, C5H12NS overall (the ωB97M-V functional and the def2-TZVPD basis, the Open Molecules 2025 dataset).

Structure (XYZ):
```
19
Properties=species:S:1:pos:R:3:lowdin_charge:R:1
C 1.56916 -0.61547 -0.24600 -0.390
N 0.82474 0.59215 0.12289 -0.085
C -0.24230 -0.12525 -0.46926 -0.250
C -1.02677 -1.14297 0.36503 -0.772
S -2.65898 -1.42690 -0.33646 0.149
C -2.68602 2.04538 0.11671 -0.088
C 3.26149 -0.54407 0.04146 -0.074
H 1.48719 -1.26712 -1.15647 0.120
H 1.42178 -1.20515 0.64215 0.060
H -3.36235 2.87394 -0.12546 0.004
H -0.49938 0.09845 -1.50418 0.091
H -1.02235 -0.70323 1.38405 0.068
H -0.48676 -2.11170 0.43721 0.046
H -1.82533 2.34438 0.69848 0.004
H -3.23419 1.24815 0.65438 -0.010
H -2.29968 1.54744 -0.79916 -0.008
H 3.57307 -1.51875 -0.35176 0.037
H 3.57290 -0.35939 1.11398 0.065
H 3.63377 0.27012 -0.58758 0.033
```

E_tot (a.u.): -650.49643
LUMO level (eV): 3.538
Relative energy (zero: lowest compared OMol25 entry of this formula, charge and spin) (eV): 4.881
Charge: -1
Maximum force (hartree/bohr): 0.10625
Orbital gap (eV): 6.29



# C5H12NS

An isolated ion of composition C5H12NS and charge -1 (the ωB97M-V functional and the def2-TZVPD basis, the Open Molecules 2025 dataset).

Structure (XYZ):
```
19
Properties=species:S:1:pos:R:3:lowdin_charge:R:1
C -0.32065 1.47732 -1.77692 -0.314
N -0.04163 0.12037 -1.29822 -0.059
C -0.18698 -0.00246 0.16738 -0.531
C 0.65452 -1.14861 0.75521 -0.756
S 0.70884 -1.10622 2.57447 0.101
C -1.67076 -0.22071 0.49238 -0.115
C 0.26101 1.64792 -3.16813 -0.118
H -1.40997 1.49937 -1.89048 0.104
H 0.00653 2.22072 -1.08691 0.095
H 0.97185 0.03620 -1.41835 0.091
H 0.09293 0.89405 0.73473 0.102
H 0.29723 -2.06339 0.28216 0.049
H 1.68668 -0.96677 0.42746 0.022
H -2.16735 -0.96949 -0.12351 0.067
H -2.22058 0.70377 0.34245 0.051
H -1.73521 -0.51882 1.53846 0.023
H 0.22717 0.68980 -3.68999 0.067
H -0.05520 2.48088 -3.79156 0.058
H 1.34715 1.79590 -3.05923 0.064
```

SMILES: CCN[C@@H](C)C[S-]
E_tot (a.u.): -650.66355
LUMO level (eV): 3.467
Relative energy (zero: lowest compared OMol25 entry of this formula, charge and spin) (eV): 0.334
Charge: -1
Maximum force (hartree/bohr): 0.04674
Orbital gap (eV): 5.80



# C5H12NS

One molecule with the formula C5H12NS (the ωB97M-V functional and the def2-TZVPD basis, the Open Molecules 2025 dataset).

Structure (XYZ):
```
19
Properties=species:S:1:pos:R:3:mulliken_spin:R:1
C -1.07226 -1.44328 -0.23794 0.004
N -0.72645 -0.52486 0.83391 0.011
C 0.48392 0.16397 1.14933 0.044
C 1.29328 0.72259 -0.08935 -0.060
S 2.83567 1.38541 0.40963 0.976
C -1.90816 -0.86447 -1.39917 0.000
C -3.25103 -0.70007 -0.87160 0.000
H -0.13582 -1.90515 -0.62910 -0.001
H -1.71027 -2.25370 0.23229 0.002
H -1.39809 0.26450 0.74047 -0.004
H 0.47975 0.96878 1.96913 -0.013
H 1.16874 -0.45569 1.63816 -0.002
H 0.58296 1.53285 -0.63920 -0.009
H 1.50678 -0.18947 -0.76576 0.052
H -1.39480 -0.03272 -1.92098 0.000
H -1.98330 -1.58028 -2.25106 0.000
H -3.65198 0.26714 -1.21366 0.000
H -3.23242 -0.73216 0.23091 0.000
H -3.79161 -1.64902 -1.09023 0.000
```

2S+1: 2
E_tot (a.u.): -650.53375
LUMO level (alpha / beta) (eV): 0.969 / -1.895
Relative energy (zero: lowest compared OMol25 entry of this formula, charge and spin) (eV): 1.554
Charge: 0
Maximum force (hartree/bohr): 0.07950
<S²>: 0.753
Orbital gap (alpha / beta) (eV): 9.57 / 6.60



# C5H12NS2

A 2-piece molecular cluster, C5H12NS2 overall (the ωB97M-V functional and the def2-TZVPD basis, the Open Molecules 2025 dataset).

Structure (XYZ):
```
20
Properties=species:S:1:pos:R:3:lowdin_charge:R:1
C -1.38423 -0.57674 -0.26415 -0.275
C -2.40805 -1.66368 -0.06022 -0.710
S -1.54284 -3.18339 0.33047 0.381
C -0.58944 -0.11764 0.96005 -0.267
N 0.85065 0.07957 0.81480 -0.068
C 1.11618 1.39113 0.16589 -0.361
C 2.53885 1.48739 -0.40258 -0.827
S 2.83087 3.00514 -1.33516 0.075
H -1.64989 0.12832 -1.06185 0.126
H -0.52556 -1.19223 -0.83206 -0.012
H -3.11639 -1.73389 -0.88661 0.056
H -2.99017 -1.27133 0.78930 0.093
H 0.16403 -1.60811 -1.18006 0.272
H -1.01224 0.85391 1.25353 0.126
H -0.80790 -0.83491 1.75201 0.092
H 1.13363 -0.63658 0.13997 0.060
H 0.43108 1.63039 -0.66389 0.079
H 1.00100 2.16080 0.92576 0.096
H 3.20961 1.54999 0.46372 0.026
H 2.75080 0.53186 -0.90893 0.037
```

E_tot (a.u.): -1048.67979
LUMO level (eV): 0.497
Relative energy (zero: lowest compared OMol25 entry of this formula, charge and spin) (eV): 4.688
Charge: -1
Maximum force (hartree/bohr): 0.03580
Orbital gap (eV): 3.16



# C5H12NS2

A 2-piece molecular cluster, C5H12NS2 overall (the ωB97M-V functional and the def2-TZVPD basis, the Open Molecules 2025 dataset).

Structure (XYZ):
```
20
Properties=species:S:1:pos:R:3:lowdin_charge:R:1
C 0.18978 0.22241 -0.24075 -0.650
C 0.92587 0.48763 0.99498 -0.979
C -2.21103 0.22005 -0.12406 0.187
C 0.26968 1.12141 2.18226 -0.132
C 0.00719 -0.87957 -2.42800 -0.004
N 0.45370 -0.99156 -1.02623 -0.045
S 1.17140 1.64189 -0.49133 0.944
S 2.26049 -0.67599 1.37833 0.816
H -2.40996 0.95997 -0.87366 0.031
H -2.32775 0.51855 0.89867 0.017
H -2.40612 -0.80938 -0.35477 0.019
H -0.20158 0.35351 2.79499 0.096
H -0.48407 1.83420 1.85747 0.081
H 0.99921 1.65098 2.79211 0.089
H 0.28783 -1.77096 -2.98490 0.113
H -1.07427 -0.75577 -2.45713 0.096
H 0.47149 -0.00628 -2.88361 0.102
H 1.46795 -1.19403 -1.00390 0.139
H -0.01811 -1.78223 -0.56711 0.184
H 2.62830 -0.14481 2.53664 -0.104
```

E_tot (a.u.): -1048.46640
LUMO level (alpha / beta) (eV): -4.215 / -4.217
Relative energy (zero: lowest compared OMol25 entry of this formula, charge and spin) (eV): 3.950
Charge: +1
Maximum force (hartree/bohr): 0.07133
Orbital gap (alpha / beta) (eV): 8.24 / 8.24



> Among the records above, which one has the lowest E_tot?

C5H12NO8PS3